Record 1
Below is C42H105CuN8O17 as an isolated structure, with properties calculated with the ωB97M-V functional and the def2-TZVPD basis.

For the HOMO energy, the calculation gives -6.459 eV. For the HOMO-LUMO gap, the calculation gives 2.973 eV.

Structure (ORCA input):
```
! RIJCOSX wB97M-V def2-TZVPD def2/J DEFGRID3
* xyz 0 1
Cu -3.593 3.708 -3.382
N 0.853 1.791 -0.721
O 1.034 0.953 0.107
O -0.277 1.996 -1.161
O 1.722 2.591 -0.994
C -4.598 -2.258 4.159
O -5.738 -2.938 3.670
C -5.516 -3.612 2.382
C -6.642 -4.617 2.162
N -7.875 -3.913 1.925
C -8.971 -4.916 1.754
C -10.421 -4.255 1.656
O -11.457 -5.255 1.787
C -12.742 -4.686 1.535
H -3.812 -2.996 4.322
H -4.922 -1.647 5.002
H -4.166 -1.597 3.408
H -4.681 -4.286 2.574
H -5.339 -2.913 1.565
H -6.729 -5.324 2.987
H -6.348 -5.254 1.328
H -8.011 -3.246 2.671
H -8.936 -5.598 2.603
H -8.848 -5.581 0.899
H -10.528 -3.714 0.716
H -10.568 -3.496 2.424
H -12.983 -3.964 2.316
H -13.494 -5.475 1.563
H -12.827 -4.160 0.584
C 7.382 8.471 -4.205
O 6.428 7.400 -4.019
C 6.528 6.433 -5.045
C 5.427 5.378 -4.795
N 5.312 4.532 -5.965
C 4.350 3.468 -5.790
C 4.341 2.366 -6.901
O 3.108 1.680 -7.040
C 2.441 1.245 -5.873
H 8.389 8.057 -4.244
H 7.229 9.301 -3.514
H 7.226 9.011 -5.139
H 7.485 5.912 -5.056
H 6.370 6.937 -5.998
H 4.461 5.829 -4.569
H 5.715 4.761 -3.944
H 4.942 5.123 -6.695
H 3.369 3.893 -5.577
H 4.634 2.910 -4.897
H 5.095 1.610 -6.680
H 4.591 2.853 -7.843
H 3.117 0.813 -5.135
H 1.731 0.486 -6.201
H 1.950 2.110 -5.428
C 11.111 -2.495 2.129
O 9.769 -2.726 2.573
C 9.610 -2.630 4.007
C 8.210 -3.086 4.362
N 7.267 -1.999 4.115
C 5.892 -2.402 4.171
C 5.467 -3.150 5.407
O 5.807 -4.531 5.389
C 5.254 -5.244 6.444
H 11.226 -2.351 1.055
H 11.769 -3.258 2.546
H 11.400 -1.530 2.546
H 9.754 -1.575 4.244
H 10.275 -3.340 4.497
H 8.298 -3.342 5.418
H 7.946 -3.970 3.782
H 7.447 -1.505 3.252
H 5.506 -2.897 3.281
H 5.337 -1.464 4.204
H 4.380 -3.102 5.353
H 5.898 -2.666 6.283
H 5.737 -6.217 6.350
H 4.180 -5.428 6.443
H 5.534 -4.791 7.395
C -5.918 -3.569 -6.288
O -5.350 -2.351 -5.942
C -5.675 -1.885 -4.613
C -4.897 -0.537 -4.411
N -5.092 0.457 -5.454
C -6.542 0.882 -5.506
C -6.775 2.193 -6.253
O -6.124 3.296 -5.577
C -6.189 4.536 -6.286
H -6.953 -3.621 -5.952
H -5.275 -4.359 -5.900
H -5.965 -3.738 -7.364
H -5.297 -2.613 -3.896
H -6.738 -1.746 -4.414
H -3.812 -0.627 -4.356
H -5.196 -0.207 -3.416
H -4.887 0.005 -6.333
H -6.989 0.978 -4.516
H -7.031 0.035 -5.988
H -7.843 2.398 -6.326
H -6.372 2.073 -7.258
H -7.212 4.891 -6.410
H -5.647 4.630 -7.227
H -5.615 5.198 -5.639
C 3.917 2.246 10.127
O 3.723 3.218 9.071
C 4.015 2.778 7.682
C 4.040 3.901 6.649
N 2.732 4.563 6.404
C 1.998 3.754 5.483
C 0.537 4.184 5.459
O 0.078 4.297 6.782
C -1.265 4.720 6.885
H 3.409 1.318 9.862
H 3.555 2.683 11.058
H 4.978 2.016 10.224
H 3.281 2.034 7.373
H 4.950 2.227 7.581
H 4.350 3.524 5.674
H 4.892 4.552 6.846
H 2.226 4.693 7.268
H 1.988 2.694 5.737
H 2.471 3.808 4.503
H -0.034 3.482 4.852
H 0.468 5.149 4.956
H -1.649 4.762 7.904
H -1.877 3.940 6.432
H -1.453 5.664 6.372
C -2.729 11.026 -0.345
O -2.877 9.669 -0.679
C -1.711 8.956 -0.447
C -1.961 7.534 -1.031
N -2.180 7.562 -2.479
C -0.872 7.818 -3.153
C -0.861 7.553 -4.663
O -1.381 6.252 -4.968
C -1.266 5.838 -6.338
H -2.502 11.147 0.714
H -3.649 11.592 -0.487
H -1.924 11.500 -0.908
H -1.506 8.894 0.621
H -0.811 9.380 -0.893
H -2.854 7.163 -0.528
H -1.194 6.770 -0.904
H -2.759 8.376 -2.628
H -0.147 7.129 -2.720
H -0.487 8.794 -2.857
H 0.195 7.607 -4.926
H -1.510 8.292 -5.134
H -0.226 5.673 -6.619
H -1.677 6.494 -7.106
H -1.816 4.916 -6.523
C 1.453 -6.400 -0.684
O 1.202 -7.434 -1.605
C -0.085 -8.046 -1.586
C -0.340 -8.867 -0.360
N 0.598 -9.975 -0.210
C 0.603 -10.509 1.175
C 1.529 -11.786 1.396
O 1.085 -12.960 0.783
C 1.867 -14.094 1.111
H 2.245 -5.775 -1.098
H 1.682 -6.882 0.267
H 0.607 -5.724 -0.553
H -0.016 -8.750 -2.416
H -0.728 -7.180 -1.746
H -1.370 -9.221 -0.375
H -0.372 -8.243 0.533
H 1.527 -9.653 -0.438
H -0.388 -10.784 1.535
H 0.960 -9.672 1.775
H 1.493 -11.922 2.477
H 2.576 -11.615 1.146
H 1.414 -15.019 0.754
H 2.138 -14.155 2.165
H 2.804 -14.009 0.559
*
```

Atomic partial charges in e from the Mulliken method, atoms 1 to 6: number 1, Cu, carries 0.91; number 2, N, carries 1.01; number 3, O, carries -0.64; number 4, O, carries -0.68; number 5, O, carries -0.65; number 6, C, carries -0.69

Record 2
Below is C42H105F2N8NiO18S2 as an isolated structure, with properties calculated with the ωB97M-V functional and the def2-TZVPD basis.

For the HOMO energy (alpha / beta), the calculation gives -10.727 / -10.727 eV. For the HOMO-LUMO gap (alpha / beta), the calculation gives 3.785 / 1.081 eV.

Structure (ORCA input):
```
! RIJCOSX wB97M-V def2-TZVPD def2/J DEFGRID3
* xyz 2 4
Ni 2.866 1.283 -2.287
N 1.976 0.420 -0.774
S 2.141 -0.817 0.084
O 1.163 -1.859 -0.278
O 2.790 -0.748 1.369
F 3.413 -1.368 -0.742
S 0.962 1.354 0.282
O 1.656 2.275 1.227
O -0.095 0.673 0.937
F 0.238 2.258 -0.799
C 5.659 4.150 3.431
O 6.051 2.767 3.521
C 6.137 2.205 4.854
C 5.028 1.119 5.100
N 3.685 1.770 5.132
C 2.628 0.817 5.491
C 2.405 -0.301 4.467
O 1.063 -0.759 4.780
C 0.405 -1.627 3.916
H 6.374 4.768 3.974
H 4.771 4.330 4.037
H 5.375 4.408 2.411
H 6.083 2.844 5.736
H 7.133 1.777 4.741
H 4.976 0.667 6.091
H 5.126 0.439 4.254
H 3.457 2.333 4.326
H 1.686 1.364 5.459
H 2.769 0.394 6.486
H 3.168 -1.079 4.475
H 2.370 0.086 3.448
H 0.520 -1.489 2.841
H -0.616 -1.585 4.295
H 0.806 -2.617 4.133
C -0.317 8.853 -4.645
O 0.018 8.731 -3.304
C -0.958 8.016 -2.534
C -0.648 7.966 -0.994
N 0.788 7.816 -0.870
C 1.139 7.381 0.545
C 1.047 5.936 0.974
O -0.245 5.850 1.570
C -0.388 4.731 2.395
H 0.561 9.131 -5.227
H -1.108 9.592 -4.773
H -0.628 7.884 -5.038
H -1.120 7.053 -3.017
H -1.988 8.370 -2.565
H -1.090 7.135 -0.444
H -0.991 8.833 -0.429
H 0.941 7.008 -1.456
H 0.488 7.949 1.209
H 2.175 7.619 0.788
H 1.847 5.812 1.704
H 1.259 5.340 0.087
H -0.156 5.110 3.391
H 0.191 3.850 2.119
H -1.439 4.514 2.584
C 0.453 -0.606 -3.340
O 1.901 -0.514 -3.276
C 2.583 -1.202 -4.259
C 4.054 -0.753 -3.938
N 4.351 0.632 -3.651
C 5.564 0.868 -3.061
C 5.642 0.637 -1.577
O 4.626 1.431 -1.028
C 5.016 2.085 0.186
H 0.185 -1.644 -3.141
H -0.002 -0.406 -4.310
H -0.010 0.091 -2.642
H 2.188 -1.071 -5.266
H 2.466 -2.220 -3.886
H 4.602 -1.130 -4.801
H 4.440 -1.389 -3.142
H 4.451 1.175 -4.497
H 5.903 1.904 -3.040
H 6.276 0.219 -3.571
H 6.605 0.838 -1.107
H 5.504 -0.428 -1.394
H 6.061 2.375 0.297
H 4.718 1.510 1.062
H 4.433 3.006 0.222
C -1.084 -5.005 0.489
O -1.825 -4.873 1.661
C -2.439 -3.585 1.847
C -3.339 -3.685 3.058
N -2.743 -3.945 4.410
C -3.668 -3.580 5.442
C -5.018 -4.261 5.420
O -5.864 -3.776 6.514
C -5.511 -4.390 7.739
H -1.599 -5.094 -0.468
H -0.521 -5.938 0.485
H -0.392 -4.171 0.382
H -3.064 -3.455 0.964
H -1.758 -2.735 1.895
H -3.983 -4.547 2.883
H -3.958 -2.788 3.104
H -2.294 -4.849 4.383
H -3.847 -2.506 5.491
H -3.207 -3.745 6.415
H -4.857 -5.339 5.438
H -5.543 -4.004 4.500
H -5.140 -5.409 7.624
H -6.249 -4.246 8.527
H -4.854 -3.813 8.390
C 4.021 -4.480 -0.650
O 4.972 -5.020 -1.539
C 5.409 -4.099 -2.525
C 6.349 -4.723 -3.556
N 5.611 -5.538 -4.494
C 4.803 -6.629 -3.849
C 4.229 -7.634 -4.876
O 3.681 -8.682 -4.130
C 3.812 -9.908 -4.835
H 3.604 -5.255 -0.008
H 3.285 -3.935 -1.242
H 4.464 -3.710 -0.018
H 5.858 -3.385 -1.836
H 4.615 -3.594 -3.075
H 7.064 -5.279 -2.949
H 6.892 -3.929 -4.069
H 6.422 -5.629 -5.089
H 3.915 -6.289 -3.316
H 5.294 -7.061 -2.977
H 5.051 -7.977 -5.504
H 3.594 -7.172 -5.632
H 4.814 -10.319 -4.954
H 3.243 -9.931 -5.765
H 3.127 -10.611 -4.361
C -2.599 1.150 4.032
O -3.163 2.179 3.264
C -2.803 2.075 1.925
C -3.500 3.097 0.949
N -2.903 3.256 -0.372
C -3.586 4.321 -1.130
C -3.439 5.709 -0.372
O -4.594 5.974 0.535
C -4.301 7.208 1.206
H -3.074 0.172 3.960
H -2.861 1.247 5.086
H -1.523 1.080 3.876
H -2.813 1.069 1.506
H -1.750 2.337 1.820
H -3.462 4.079 1.422
H -4.572 2.898 0.950
H -2.680 2.515 -1.021
H -4.635 4.042 -1.232
H -3.264 4.507 -2.154
H -3.252 6.620 -0.941
H -2.507 5.733 0.192
H -3.434 7.268 1.863
H -5.135 7.456 1.864
H -4.454 8.099 0.598
C -2.015 -1.411 -1.152
O -3.071 -2.365 -1.488
C -4.389 -1.966 -1.495
C -4.830 -1.974 -3.012
N -6.206 -1.722 -3.094
C -7.036 -2.860 -2.836
C -8.519 -2.526 -3.129
O -8.616 -2.202 -4.489
C -9.894 -2.108 -5.051
H -2.284 -0.818 -0.278
H -2.013 -0.662 -1.944
H -1.027 -1.799 -0.904
H -4.475 -0.974 -1.052
H -4.990 -2.788 -1.106
H -4.506 -2.926 -3.432
H -4.311 -1.189 -3.562
H -6.388 -1.284 -3.986
H -6.911 -3.236 -1.820
H -6.719 -3.671 -3.492
H -8.795 -1.752 -2.412
H -9.047 -3.427 -2.817
H -10.543 -2.971 -5.201
H -9.630 -1.843 -6.075
H -10.408 -1.227 -4.668
*
```

Atomic partial charges in e from the Mulliken method, atoms 1 to 6: number 1, Ni, carries 0.30; number 2, N, carries 1.45; number 3, S, carries 0.34; number 4, O, carries -0.63; number 5, O, carries -0.49; number 6, F, carries -0.53

no.,M (g/mol)
1,1057.89
2,1171.16